A single CH2FPS molecule, computed with wB97M-V/def2-TZVPD.

```
6
Properties=species:S:1:pos:R:3:mulliken_charge:R:1
C -0.941 -0.216 -0.059 -0.564
F 0.666 1.733 0.006 -0.222
P 0.734 0.174 0.271 0.543
S 2.241 -1.087 0.022 -0.292
H -1.575 0.686 -0.146 0.261
H -1.126 -1.290 -0.095 0.273
```

SMILES   C=P(F)=S
2S+1   1
Energy relative to the best compared isomer or geometry (same formula, charge and spin)   15.60 kcal per mole

A single CH2FPS2 molecule, computed with wB97M-V/def2-TZVPD.

```
7
Properties=species:S:1:pos:R:3:mulliken_charge:R:1
C 3.132 -0.181 0.022 0.324
F 2.845 -1.483 -0.022 -0.162
P 0.292 -0.327 -0.547 -0.110
S 4.854 0.191 0.267 -0.215
S 1.927 0.971 -0.188 -0.041
H -0.982 0.317 -0.404 0.107
H 0.261 -0.795 0.850 0.097
```

SMILES   FC(=S)SP
2S+1   1
Energy relative to the best compared isomer or geometry (same formula, charge and spin)   22.09 kcal per mole

A molecular structure, CH2I2, computed with wB97M-V/def2-TZVPD.

```
5
Properties=species:S:1:pos:R:3:mulliken_charge:R:1
C 0.491 0.316 0.265 -0.819
I 2.295 0.908 -0.620 0.109
I 0.014 1.360 2.153 0.069
H 0.265 -0.793 0.370 0.359
H -0.245 0.693 -0.587 0.282
```

2S+1   1
Energy relative to the best compared isomer or geometry (same formula, charge and spin)   7.40 kcal per mole

A molecular structure, CH2I2O2, computed with wB97M-V/def2-TZVPD.

```
7
Properties=species:S:1:pos:R:3:mulliken_charge:R:1
C 0.762 1.279 -0.182 0.167
O -1.277 -1.194 0.320 -0.572
O -0.010 2.030 0.252 -0.323
I 2.539 0.801 1.054 0.032
I 0.641 0.397 -2.085 0.111
H -2.062 -1.577 0.665 0.278
H -0.593 -1.737 -0.023 0.306
```

2S+1   1
Energy relative to the best compared isomer or geometry (same formula, charge and spin)   11.15 kcal per mole

The records above give, respectively, electronic energy values of -23910.06284; -34744.41052; -17269.98605; -21365.06907 eV.
The records above give, respectively, max |F| values of 4.324; 5.471; 3.244; 2.600 eV/Å.